{"formula": "C10H31N9O19", "method": "wB97M-V/def2-TZVPD", "smiles": "C[N+](=O)[O-].C[N+](=O)[O-].C[N+](=O)[O-].C[N+](=O)[O-].C[N+](=O)[O-].C[N+](=O)[O-].C[N+](=O)[O-].C[N+](=O)[O-].C[N+](=O)[O-].CO", "total_energy_ev": -63159.456, "relative_energy_kj_mol": 0.0, "homo_lumo_gap_ev": 9.47, "e_homo_ev": -10.276, "symbols": ["C", "N", "O", "O", "H", "H", "H", "C", "N", "O", "O", "H", "H", "H", "C", "N", "O", "O", "H", "H", "H", "C", "N", "O", "O", "H", "H", "H", "C", "N", "O", "O", "H", "H", "H", "C", "N", "O", "O", "H", "H", "H", "C", "N", "O", "O", "H", "H", "H", "C", "N", "O", "O", "H", "H", "H", "C", "N", "O", "O", "H", "H", "H", "C", "O", "H", "H", "H", "H"], "xyz": [[4.164245, 1.983171, -2.935775], [3.861006, 1.891755, -1.471746], [2.879048, 1.241563, -1.170670], [4.655531, 2.365158, -0.702604], [5.169555, 1.608060, -3.103628], [4.104993, 3.040441, -3.181049], [3.441646, 1.382158, -3.471635], [-0.020241, 3.761766, 2.108546], [0.294544, 3.322655, 3.495551], [1.417442, 3.530174, 3.914858], [-0.636976, 2.882633, 4.148383], [-1.035202, 4.133425, 2.054027], [0.142123, 2.877964, 1.490710], [0.664914, 4.518121, 1.737955], [3.143436, -2.020814, -1.643489], [3.393518, -3.413312, -2.065136], [4.366844, -3.980131, -1.617807], [2.545089, -3.948800, -2.738096], [3.019723, -1.416952, -2.532490], [3.861548, -1.693559, -0.898398], [2.222258, -2.073654, -1.070339], [-2.509270, -1.633432, -4.004102], [-2.119566, -3.094820, -4.070251], [-2.328682, -3.738530, -3.065852], [-1.651291, -3.504261, -5.115947], [-3.594789, -1.724813, -4.016094], [-2.102727, -1.090398, -4.843297], [-2.144722, -1.353977, -3.020588], [-3.736999, 2.285917, 1.444327], [-3.077127, 0.965712, 1.624929], [-3.430828, 0.074787, 0.895501], [-2.242388, 0.868375, 2.493535], [-4.772465, 2.080266, 1.192875], [-3.237693, 2.785175, 0.615256], [-3.654432, 2.888511, 2.341958], [3.767896, 0.511250, 2.021813], [3.622263, 0.597427, 3.498516], [2.529151, 0.899843, 3.911064], [4.573765, 0.375337, 4.195068], [4.807785, 0.777980, 1.854226], [3.068444, 1.271411, 1.695499], [3.546383, -0.480843, 1.643617], [-2.002367, 2.759857, -3.256243], [-0.925954, 3.162871, -2.304824], [-1.228944, 3.109315, -1.116759], [0.137756, 3.552946, -2.739548], [-2.909712, 3.258380, -2.935716], [-2.131419, 1.689654, -3.096791], [-1.657671, 3.018117, -4.249940], [-2.184673, -2.317202, 3.307062], [-1.499967, -2.833542, 4.553351], [-2.228503, -3.232996, 5.428825], [-0.295586, -2.767022, 4.633430], [-2.468161, -3.280270, 2.875461], [-1.411654, -1.901849, 2.673411], [-2.941194, -1.630372, 3.650547], [0.177198, 0.140164, 0.354775], [-0.295924, -0.233043, -1.015423], [-1.423433, 0.156497, -1.271600], [0.406449, -0.836664, -1.799677], [-0.070138, 1.164565, 0.611857], [1.249479, -0.012350, 0.408126], [-0.377787, -0.481066, 1.054823], [-1.959992, -3.460075, 0.223004], [-2.424495, -4.101607, 1.408544], [-1.214629, -4.097353, -0.256372], [-2.797217, -3.241378, -0.437819], [-1.469638, -2.523795, 0.487765], [-3.019547, -4.814495, 1.170510]], "forces_ev_per_angstrom": [[-0.031, 0.305, 0.095], [0.381, -0.992, -0.779], [-0.368, 0.102, 0.359], [0.028, 0.396, 0.287], [0.057, 0.102, 0.191], [0.024, -0.058, -0.172], [-0.152, 0.119, 0.027], [0.386, -0.398, -0.668], [-0.257, 1.158, 0.834], [-0.325, -0.298, -0.336], [0.491, -0.070, -0.370], [-0.126, -0.288, 0.136], [-0.354, 0.159, -0.005], [0.212, 0.018, 0.484], [-0.455, -0.028, 0.802], [0.122, -0.627, 0.734], [0.448, 0.106, -0.027], [-0.252, 0.191, -0.520], [0.021, 0.194, 0.125], [0.628, -0.012, -0.618], [-0.307, 0.066, -0.492], [-0.196, -1.391, 0.609], [0.373, 0.617, -0.793], [0.056, -0.218, -0.124], [-0.180, -0.116, 0.499], [0.002, 0.562, 0.003], [0.088, -0.027, -0.061], [-0.143, 0.565, -0.153], [-0.232, 0.225, -0.192], [-0.276, 0.512, 0.334], [-0.138, -0.511, -0.418], [0.465, -0.014, 0.158], [0.016, 0.061, -0.056], [0.022, -0.119, -0.056], [0.152, -0.226, 0.132], [0.461, 0.821, 0.366], [-0.619, -0.496, 0.022], [-0.698, 0.081, 0.084], [0.989, -0.230, 0.298], [-0.119, -0.024, -0.438], [0.137, -0.131, -0.614], [-0.131, -0.086, 0.271], [0.374, -0.263, 0.223], [-0.358, 0.464, 0.614], [0.429, 0.030, -0.474], [-0.287, -0.339, 0.142], [0.010, 0.170, -0.133], [0.054, 0.009, -0.181], [-0.197, -0.055, -0.055], [1.171, -1.132, 1.184], [-0.123, 1.423, -0.128], [-0.349, -0.456, 0.362], [0.471, -0.247, -0.187], [-0.756, 1.013, 0.110], [-0.084, 0.375, 0.140], [-0.248, -0.001, -0.250], [0.471, -0.555, 0.218], [-0.481, 1.017, -0.047], [0.001, -0.209, -0.168], [-0.077, 0.067, 0.577], [-0.186, 0.009, -0.627], [-0.046, -0.141, -0.011], [0.106, -0.168, -0.027], [0.013, -0.410, -0.026], [0.001, -0.552, -0.773], [-0.120, 0.096, -0.294], [0.167, 0.019, -0.197], [-0.152, -0.008, 0.229], [-0.006, -0.155, -0.181]], "mulliken_charge": [-0.8465, 0.8562, -0.4263, -0.5089, 0.3288, 0.3057, 0.3093, -0.1619, 0.9915, -0.5338, -0.5310, 0.2336, -0.2225, 0.3765, -0.5213, 0.9537, -0.5710, -0.5434, 0.2055, 0.3190, 0.1456, -0.4428, 0.8879, -0.5220, -0.5487, 0.3419, 0.3045, -0.0211, -0.7438, 0.9713, -0.5196, -0.4621, 0.3052, 0.1973, 0.2893, -0.5329, 0.9508, -0.5290, -0.5852, 0.2667, 0.1759, 0.2625, -0.6249, 0.8915, -0.4522, -0.5653, 0.2989, 0.1443, 0.3022, -0.2300, 0.9762, -0.6065, -0.5836, 0.3424, -0.3008, 0.2937, 0.8704, 1.3027, -0.5675, -0.5540, -0.4426, 0.0527, -0.7556, 0.0577, -0.5434, 0.3472, 0.2806, -0.4311, 0.2924]}

{"formula": "C14H48O17", "method": "wB97M-V/def2-TZVPD", "smiles": "OCCO.OCCO.OCCO.OCCO.OCCO.OCCO.OCCO.O.O.O", "total_energy_ev": -50100.922, "relative_energy_kj_mol": 240.9, "homo_lumo_gap_ev": 10.16, "e_homo_ev": -9.779, "symbols": ["O", "C", "C", "O", "H", "H", "H", "H", "H", "H", "O", "C", "C", "O", "H", "H", "H", "H", "H", "H", "O", "C", "C", "O", "H", "H", "H", "H", "H", "H", "O", "C", "C", "O", "H", "H", "H", "H", "H", "H", "O", "C", "C", "O", "H", "H", "H", "H", "H", "H", "O", "C", "C", "O", "H", "H", "H", "H", "H", "H", "O", "C", "C", "O", "H", "H", "H", "H", "H", "H", "O", "H", "H", "O", "H", "H", "O", "H", "H"], "xyz": [[-3.079846, -2.055170, -0.651753], [-4.192163, -2.936202, -0.860950], [-3.968871, -4.110402, -1.686563], [-2.863130, -4.899168, -1.260726], [-3.144794, -1.467705, -1.442520], [-4.469964, -3.316807, 0.136542], [-5.049513, -2.301559, -1.174064], [-3.834354, -3.913093, -2.701300], [-4.795138, -4.797066, -1.629263], [-2.108507, -4.251306, -1.224782], [-1.627632, -1.332721, 1.466525], [-0.481986, -2.103635, 1.880912], [0.008778, -1.412716, 3.110870], [0.127172, -0.060688, 2.877646], [-2.057808, -1.885773, 0.776586], [-0.790809, -3.098543, 2.136620], [0.168758, -2.355555, 1.062942], [0.913484, -1.840368, 3.481403], [-0.668275, -1.627577, 3.938345], [0.696865, 0.370065, 3.501198], [0.862384, 5.317279, 1.136826], [-0.009607, 4.452668, 1.881283], [0.302846, 2.923506, 1.755513], [-0.197580, 2.333048, 0.486295], [0.772642, 5.113704, 0.219439], [0.196694, 4.829783, 2.893890], [-1.086400, 4.610686, 1.723856], [-0.118510, 2.330098, 2.512710], [1.363577, 2.894790, 1.772897], [-0.204277, 1.400546, 0.661611], [2.969477, 0.915948, -1.774630], [3.101711, 1.568205, -2.990724], [3.342097, 0.560911, -4.156152], [2.155842, -0.281585, -4.341620], [2.066130, 0.751897, -1.571272], [2.172856, 2.042035, -3.363182], [3.864871, 2.316559, -2.971905], [4.193569, -0.016669, -3.931104], [3.626516, 1.108600, -5.092416], [2.372108, -1.201515, -4.482111], [-4.001320, 0.430036, 0.509628], [-3.693514, 1.622735, 1.109366], [-3.755993, 2.723219, 0.015840], [-2.594530, 2.796056, -0.833605], [-3.400205, -0.305071, 0.764732], [-4.494460, 1.916801, 1.821742], [-2.779199, 1.598005, 1.730086], [-3.858206, 3.568368, 0.635080], [-4.655940, 2.489444, -0.573932], [-1.823633, 2.850421, -0.277040], [4.879239, 1.747317, 3.096765], [4.514351, 1.716505, 4.442966], [3.199057, 2.380583, 4.680418], [2.228039, 1.609305, 4.078601], [4.488625, 1.018252, 2.571138], [4.340944, 0.734981, 4.833391], [5.317201, 2.241846, 4.982848], [3.111923, 3.432948, 4.370448], [2.977557, 2.348718, 5.730788], [2.467259, 1.508086, 3.146442], [-0.623005, -3.181660, -1.755350], [-0.236000, -3.787987, -2.992808], [1.230032, -4.054038, -3.058917], [2.097658, -2.893416, -3.252804], [-0.503294, -2.192439, -1.925019], [-0.738567, -4.732713, -3.099083], [-0.527812, -3.110850, -3.861028], [1.374283, -4.677339, -3.871996], [1.517437, -4.568919, -2.118583], [1.920318, -2.402701, -2.424416], [0.678831, -0.481551, -2.042822], [0.939405, -0.373365, -2.982006], [-0.189445, -0.072287, -2.017094], [-2.060005, 0.361241, -2.180986], [-2.402524, 0.906414, -2.905322], [-2.302394, 0.884437, -1.400080], [2.573053, 0.479799, 1.283342], [1.688659, 0.059030, 1.315001], [2.566937, 0.835282, 0.347383]], "forces_ev_per_angstrom": [[-0.704, 0.001, -1.815], [-1.476, 1.375, 2.496], [0.853, -2.062, 0.064], [0.966, 1.158, 0.391], [0.856, -0.056, 0.980], [0.161, 0.254, -0.137], [0.299, -0.600, -0.146], [0.189, 0.783, -2.013], [-0.774, 0.018, 0.132], [-0.553, -0.793, 0.008], [0.249, -1.051, -0.735], [-1.474, 0.178, 0.215], [0.031, -1.093, 0.685], [-0.278, 1.217, -1.238], [0.096, 0.632, 0.209], [-0.493, -0.693, 0.690], [0.960, 0.954, -0.536], [1.181, -0.401, -0.103], [-0.629, 0.202, -0.093], [0.593, 0.282, 0.861], [-0.611, -0.588, 0.692], [0.132, -0.433, 0.470], [-0.479, 1.805, -1.793], [0.588, 1.718, 0.854], [-0.071, -0.169, -1.078], [-0.209, -0.793, 0.017], [0.189, 0.266, -0.446], [-0.500, -0.348, 1.348], [1.059, -0.513, -0.053], [-0.163, -0.942, 0.100], [1.670, 0.441, 0.748], [-1.535, -1.028, -2.453], [-0.613, 0.699, -0.259], [0.610, 1.742, 0.059], [-1.448, -0.537, -0.258], [0.080, 0.259, 0.798], [0.658, 0.345, 0.140], [0.931, -1.140, 0.441], [-0.715, -0.287, 0.586], [0.391, -0.488, 0.119], [0.467, -2.379, -0.431], [-0.431, 1.426, 0.222], [1.019, -1.758, 0.757], [-1.787, -0.304, -0.337], [-0.515, 0.798, -0.043], [0.139, -0.206, -0.156], [0.016, 0.079, -0.596], [-0.307, 1.902, 0.063], [0.484, 0.430, 0.022], [0.894, -0.007, 0.578], [0.029, -0.636, -1.303], [0.518, 1.220, 0.429], [0.137, 0.977, 0.547], [-1.587, -0.880, -1.080], [0.168, 0.527, 0.581], [0.501, -0.951, 0.190], [-0.201, -0.336, 0.036], [0.392, -0.151, -0.168], [0.003, 0.097, 0.733], [-0.044, -0.033, -0.234], [0.306, 1.665, -0.909], [-0.167, 1.690, -0.741], [0.777, 1.008, 1.513], [-1.341, -0.614, 1.131], [-0.158, -1.671, 0.785], [-0.443, -0.408, 0.066], [0.192, -0.831, 0.874], [0.664, -1.351, -1.640], [0.016, 0.129, -0.513], [0.462, 0.237, -0.627], [-0.105, -0.172, -0.170], [0.447, -0.107, 0.103], [-0.800, 0.305, 0.141], [-0.124, -0.214, -0.291], [0.203, -0.153, 0.186], [-0.110, 0.288, 0.084], [-0.872, 0.323, -1.647], [0.510, 0.093, 0.492], [0.630, -0.346, 1.407]], "mulliken_charge": [-0.1756, -0.4875, -0.5279, -0.5652, 0.1266, 0.3041, 0.3620, 0.2726, 0.4098, 0.3390, -0.4371, -0.3913, -0.8399, -0.1053, 0.2534, 0.4397, 0.2849, 0.4415, 0.4196, 0.2254, -0.5248, -0.8553, 0.1584, -0.4345, 0.3261, 0.3701, 0.3095, 0.3354, 0.2975, 0.0899, -0.4872, -0.6488, -0.3567, -0.5772, 0.3220, 0.2272, 0.5032, 0.3065, 0.3033, 0.2950, -0.4910, -0.1395, -0.7123, -0.6056, 0.3418, 0.3980, 0.0683, 0.4909, 0.3492, 0.3604, -0.5187, -0.4981, -0.3761, -0.4856, 0.2976, 0.2683, 0.3854, 0.2695, 0.3482, 0.1026, -0.1767, -0.4128, -0.7300, -0.4654, 0.1169, 0.4532, 0.2861, 0.4753, 0.2932, 0.1919, -0.7966, 0.4669, 0.2904, -0.7162, 0.2423, 0.4106, -0.5249, 0.0999, 0.3341]}

{"formula": "C9H13N2", "method": "wB97M-V/def2-TZVPD", "total_energy_ev": -12515.980, "relative_energy_kj_mol": 158.3, "homo_lumo_gap_ev": 8.44, "charge": 1, "e_homo_ev": -13.274, "symbols": ["C", "C", "C", "C", "C", "C", "C", "C", "C", "N", "N", "H", "H", "H", "H", "H", "H", "H", "H", "H", "H", "H", "H", "H"], "xyz": [[-2.538759, 0.072138, 2.594352], [-2.238925, 1.249158, 1.902881], [-1.901890, -1.096750, 2.264057], [-1.209862, 1.277313, 1.017207], [-0.894917, -1.093479, 1.316979], [-0.518354, 0.068615, 0.619235], [-0.384913, 1.714212, -1.907703], [0.614274, 0.999265, -1.405904], [0.487028, 0.032109, -0.359716], [1.509701, -0.808210, -0.158474], [3.067655, -1.377545, -2.238648], [-3.471090, 0.064786, 3.111068], [-2.582566, 2.103738, 2.326437], [-1.997601, -1.949646, 2.900290], [-0.887214, 2.201962, 0.679096], [-0.392643, -2.029901, 0.843307], [-0.110373, 2.421998, -2.661285], [-1.435584, 1.799882, -1.704922], [1.713689, 0.893544, -1.777984], [1.556100, -1.361185, 0.736969], [2.272353, -0.961345, -0.798815], [3.460506, -2.335965, -2.025046], [2.333185, -1.444110, -2.921500], [3.550199, -0.440583, -2.351880]], "forces_ev_per_angstrom": [[-0.904, 0.230, -1.850], [1.552, -2.515, 0.601], [1.223, -0.295, 0.654], [0.809, -2.116, -0.720], [1.382, -1.220, -2.335], [-3.111, 0.961, 2.277], [0.859, 0.973, -0.812], [1.899, -1.337, -0.803], [2.566, -1.112, 1.154], [-2.310, 0.269, 2.684], [0.250, 0.310, 0.300], [-0.085, -0.111, 1.205], [-1.435, 2.683, 0.539], [-0.617, -0.703, -0.136], [0.646, 1.575, -0.820], [-1.221, 1.231, 1.622], [0.193, 0.271, -0.600], [-0.177, -0.712, 0.757], [-2.308, 1.258, 0.038], [-0.334, 0.956, -1.416], [0.607, -0.147, -1.359], [0.294, 2.289, -0.732], [-0.016, -0.177, -0.290], [0.240, -2.560, 0.045]], "mulliken_charge": [-0.3340, -0.7444, -0.7403, -0.4708, -0.3889, 0.5047, -0.9504, -0.3848, 1.1997, -0.2784, -0.8853, 0.4181, 0.4468, 0.3969, 0.6253, 0.2770, 0.2971, 0.4164, 0.1751, 0.2836, 0.3305, 0.2469, 0.2649, 0.2943]}

{"formula": "C4H12NOPS", "method": "wB97M-V/def2-TZVPD", "spin_multiplicity": 3, "total_energy_ev": -28000.024, "relative_energy_kj_mol": 8.9, "homo_lumo_gap_ev": [4.19, 6.65], "e_homo_ev": [-3.207, -9.661], "symbols": ["C", "C", "C", "C", "N", "O", "P", "S", "H", "H", "H", "H", "H", "H", "H", "H", "H", "H", "H", "H"], "xyz": [[-2.558629, -0.321742, -0.872397], [1.419047, 2.292984, -0.165024], [1.719745, -1.814442, 1.120556], [-1.611154, -0.737950, 0.228102], [0.195378, 1.578933, 0.185753], [1.124772, -0.526860, 1.075529], [0.252253, -0.055454, -0.196353], [0.996519, -0.609527, -1.911492], [-2.692367, 0.760276, -0.877484], [-2.167155, -0.625134, -1.842241], [-3.534117, -0.786679, -0.734341], [2.257602, 1.738300, 0.255046], [1.567716, 2.377052, -1.246217], [1.391448, 3.287118, 0.278570], [1.281606, -2.485900, 0.377880], [1.558931, -2.216635, 2.121721], [2.791084, -1.731429, 0.925572], [-1.497023, -1.818822, 0.291086], [-1.872015, -0.325917, 1.200638], [-0.623646, 2.021833, -0.214896]], "forces_ev_per_angstrom": [[0.157, -0.032, 0.096], [0.094, 0.231, 0.228], [0.146, -0.362, -0.009], [-0.125, -0.207, 0.839], [0.478, 0.069, -0.052], [0.128, 0.258, -0.392], [-3.893, 1.048, 2.841], [2.976, -1.124, -3.560], [-0.073, 0.051, -0.110], [-0.063, 0.048, -0.158], [-0.055, 0.063, -0.020], [0.090, 0.163, 0.057], [0.009, 0.065, -0.056], [0.160, 0.035, -0.052], [0.034, -0.030, 0.085], [0.011, 0.030, -0.097], [-0.072, -0.013, 0.003], [0.040, -0.085, 0.083], [-0.080, -0.004, 0.274], [0.040, -0.204, 0.002]], "mulliken_charge": [-1.0151, -0.9890, -0.7734, -0.8759, -0.2799, -0.3345, 0.4002, -0.1733, 0.2952, 0.2935, 0.3646, 0.3465, 0.3178, 0.3214, 0.3952, 0.2430, 0.2628, 0.4140, 0.4349, 0.3519]}